C4H7NO2 | ωB97M-V/def2-TZVPD

```
! wB97M-V def2-TZVPD RIJCOSX def2/J DEFGRID3
* xyz 0 1
C 1.744 1.587 -0.369
C -1.229 -0.632 0.369
C 0.981 0.311 -0.097
N -0.770 -1.887 0.343
C -0.429 0.452 0.117
O -2.586 -0.378 0.154
O 1.575 -0.770 -0.047
H -3.093 -1.187 0.291
H -1.377 -2.681 0.216
H 0.238 -1.942 0.142
H -0.869 1.434 0.150
H 2.578 1.381 -1.032
H 2.143 1.970 0.569
H 1.095 2.344 -0.807
*
```

Computed properties:
Energy relative to the best compared isomer or geometry (same formula, charge and spin) in eV: 0.936
Strongest force on any atom in eV/Å: 3.30
Gap between HOMO and LUMO in eV: 8.934

So, what does the natural (NBO) scheme give us? The charges, in e, come out as: -0.70, 0.59, 0.54, -0.81, -0.54, -0.66, -0.65, 0.47, 0.39, 0.46, 0.23, 0.23, 0.23, 0.21


C4H7NO2 | ωB97M-V/def2-TZVPD

```
! wB97M-V def2-TZVPD RIJCOSX def2/J DEFGRID3
* xyz 0 1
O 1.666 -0.753 -0.657
C 0.262 -0.576 -0.765
C -0.409 -1.171 0.484
O -0.969 -0.219 1.400
C -0.526 1.053 1.321
N -0.052 1.652 0.312
C -0.076 0.904 -0.940
H 1.990 -0.112 -0.008
H -0.031 -1.146 -1.653
H -1.214 -1.879 0.270
H 0.406 -1.694 0.987
H -0.647 1.568 2.274
H -1.063 1.038 -1.403
H 0.662 1.335 -1.622
*
```

Computed properties:
Energy relative to the best compared isomer or geometry (same formula, charge and spin) in eV: 1.648
Strongest force on any atom in eV/Å: 0.47
Gap between HOMO and LUMO in eV: 10.647

So, what does the natural (NBO) scheme give us? The charges, in e, come out as: -0.71, 0.04, -0.10, -0.50, 0.40, -0.49, -0.28, 0.47, 0.19, 0.20, 0.20, 0.17, 0.21, 0.22


C4H7NO2 | ωB97M-V/def2-TZVPD

```
! wB97M-V def2-TZVPD RIJCOSX def2/J DEFGRID3
* xyz 0 1
C 0.954 -1.265 0.232
C 0.016 -0.356 -0.025
N -1.090 -0.119 0.895
O -0.953 -0.616 1.986
C -0.059 0.459 -1.264
C -1.315 1.071 -1.714
O -0.309 1.845 -1.082
H 0.921 -1.835 1.155
H 1.762 -1.459 -0.468
H 1.882 0.022 3.140
H 1.164 -0.158 3.058
H 0.702 0.225 -2.010
H -1.456 1.262 -2.777
H -2.218 0.922 -1.126
*
```

Computed properties:
Energy relative to the best compared isomer or geometry (same formula, charge and spin) in eV: 5.974
Strongest force on any atom in eV/Å: 0.55
Gap between HOMO and LUMO (alpha / beta) in eV: 8.548 / 8.548

So, what does the natural (NBO) scheme give us? The charges, in e, come out as: -0.30, -0.01, 0.13, -0.27, 0.01, -0.10, -0.47, 0.23, 0.21, -0.01, 0.00, 0.19, 0.19, 0.20


C4H7NO2 | ωB97M-V/def2-TZVPD

```
! wB97M-V def2-TZVPD RIJCOSX def2/J DEFGRID3
* xyz 0 1
C -0.136 1.267 0.997
C 0.136 0.694 -0.389
C 1.066 -0.539 -0.328
N 0.273 -1.750 -0.168
C -0.933 -1.838 0.006
O -2.066 -2.098 0.148
O -1.047 0.261 -1.043
H -0.487 0.506 1.704
H -0.868 2.079 0.973
H 0.805 1.675 1.386
H 0.580 1.478 -1.014
H 1.783 -0.475 0.495
H 1.641 -0.616 -1.259
H -0.755 -0.508 -1.563
*
```

Computed properties:
Energy relative to the best compared isomer or geometry (same formula, charge and spin) in eV: 1.252
Strongest force on any atom in eV/Å: 0.93
Gap between HOMO and LUMO in eV: 11.142

So, what does the natural (NBO) scheme give us? The charges, in e, come out as: -0.63, 0.08, -0.24, -0.58, 0.86, -0.50, -0.70, 0.21, 0.23, 0.21, 0.17, 0.22, 0.21, 0.47


C4H7NO2 | ωB97M-V/def2-TZVPD

```
! wB97M-V def2-TZVPD RIJCOSX def2/J DEFGRID3
* xyz 0 1
C -2.900 -0.758 0.138
C -1.242 0.906 -0.030
C 0.033 1.153 0.017
C 2.318 0.078 0.067
H -3.044 -1.876 -0.127
H -3.133 -0.470 1.224
H -3.702 -0.181 -0.511
H -2.051 1.683 -0.124
H 0.448 2.146 -0.142
H 0.538 -0.895 0.142
H 2.618 1.117 0.301
N 0.986 0.082 0.048
O -1.593 -0.430 -0.223
O 3.114 -0.867 -0.057
*
```

Computed properties:
Energy relative to the best compared isomer or geometry (same formula, charge and spin) in eV: 2.396
Strongest force on any atom in eV/Å: 4.49
Gap between HOMO and LUMO in eV: 9.578

So, what does the natural (NBO) scheme give us? The charges, in e, come out as: -0.26, 0.06, -0.08, 0.54, 0.21, 0.18, 0.17, 0.20, 0.22, 0.42, 0.09, -0.62, -0.54, -0.60


C4H7NO2 | ωB97M-V/def2-TZVPD

```
! wB97M-V def2-TZVPD RIJCOSX def2/J DEFGRID3
* xyz 0 1
C -1.103 -1.032 0.870
C -0.383 -0.152 -0.150
C -0.857 1.299 -0.053
O -2.025 1.601 -0.046
C 1.134 -0.244 -0.011
O 1.679 -0.835 0.900
N 1.842 0.440 -0.962
H -0.844 -0.731 1.889
H -2.183 -0.940 0.735
H -0.805 -2.076 0.750
H -0.654 -0.481 -1.165
H -0.067 2.077 0.011
H 1.421 0.742 -1.825
H 2.845 0.333 -0.943
*
```

Computed properties:
Energy relative to the best compared isomer or geometry (same formula, charge and spin) in eV: 0.524
Strongest force on any atom in eV/Å: 0.55
Gap between HOMO and LUMO in eV: 10.627

So, what does the natural (NBO) scheme give us? The charges, in e, come out as: -0.59, -0.44, 0.45, -0.50, 0.68, -0.59, -0.83, 0.23, 0.23, 0.23, 0.24, 0.12, 0.39, 0.41


Question: Which formula does entry 4 have?
Answer: C4H7NO2


Question: Which of these has the highest strongest force on any atom?
Answer: number 5


Question: Which of these has the lowest energy relative to the best compared isomer or geometry (same formula, charge and spin)?
Answer: number 6